A structure of composition C16H27NO5. Source: the Open Molecules 2025 dataset; level of theory: ωB97M-V/def2-TZVPD.

Properties
F_max = 14.59 eV Å⁻¹
HOMO-LUMO gap = 9.0 eV
HOMO = -8.4 eV
total energy = -1056.2407 hartree
relative energy (zero: lowest compared OMol25 entry of this formula, charge and spin) = 382.15 kcal per mole

Each line ends with the Mulliken charge.
CARTESIAN COORDINATES (ANGSTROEM)
C 2.803 1.468 1.211  -1.9184
C 1.568 1.779 2.237  -0.3060
H 1.533 0.974 2.988  0.2699
H 1.716 2.788 2.608  0.4404
O 0.399 1.969 1.537  -0.3825
C -0.030 0.509 1.206  -0.1248
C -1.459 0.546 1.124  -0.0485
C -2.346 1.337 2.205  -1.5756
C -1.996 0.642 3.530  -0.0832
C -2.894 1.171 4.771  -0.8674
O -4.334 0.683 4.372  -0.4910
H -4.395 -0.124 4.239  0.2348
H -2.534 0.926 5.730  0.3680
H -2.889 2.135 4.777  0.5130
H -0.979 0.901 3.850  0.1572
H -1.978 -0.568 3.583  0.1827
H -1.834 2.371 2.445  0.2631
H -3.281 1.257 2.203  1.0656
C -2.394 -0.804 0.748  0.8915
C -1.325 -1.564 -0.280  -1.5001
C -0.184 -0.906 -0.739  1.2790
O 0.529 -0.112 -0.088  -0.3227
C 0.550 -1.773 -1.767  0.1399
O 0.666 -3.044 -1.796  -0.6744
N 1.037 -0.834 -2.841  0.0778
C 1.212 0.548 -2.707  -0.4500
H 0.879 1.130 -1.843  0.3124
C 2.602 0.932 -2.839  -0.8400
H 2.921 2.014 -2.962  0.3942
O 3.496 0.373 -3.757  -0.3835
C 3.341 -1.044 -3.759  -0.5652
H 3.985 -1.302 -4.624  0.3042
C 1.972 -1.581 -3.688  -1.0243
H 2.073 -2.523 -3.512  0.5611
H 1.604 -1.283 -4.670  0.4047
H 3.796 -1.457 -2.787  0.3169
H 3.119 0.904 -1.893  0.3851
H 0.902 0.625 -3.570  0.6372
H -1.759 -2.353 -0.835  0.4959
C -3.645 -0.907 0.154  -2.5742
H -3.669 -0.174 -0.480  0.5810
H -4.187 -0.558 0.987  0.4875
H -3.927 -1.743 -0.043  0.8348
H -2.077 -1.353 1.675  0.2562
H -1.871 1.243 0.058  0.1969
H 0.060 -0.185 2.090  0.3025
H 2.783 2.314 0.459  0.2260
H 2.756 0.620 0.866  0.5975
H 3.626 1.636 1.575  0.9545


A structure of composition C29H14BBr4F4N3O4STa. Source: the Open Molecules 2025 dataset; level of theory: ωB97M-V/def2-TZVPD.

Properties
F_max = 0.12 eV Å⁻¹
HOMO-LUMO gap = 6.7 eV
HOMO = -5.8 eV
total energy = -12754.8993 hartree
total charge = -1
relative energy (zero: lowest compared OMol25 entry of this formula, charge and spin) = 0.00 kcal per mole

Each line ends with the Mulliken charge.
CARTESIAN COORDINATES (ANGSTROEM)
Ta 1.101 0.980 -0.469  1.5478
Br 6.332 -2.856 2.269  -0.1936
C 5.223 -1.417 1.758  0.3629
C 5.578 -0.105 2.067  0.3123
Br 7.169 0.263 3.012  -0.1846
C 4.756 0.960 1.678  -0.2318
Br 5.136 2.763 2.046  -0.0997
C 3.595 0.685 0.983  0.1027
O 2.720 1.582 0.535  -0.2201
C 3.226 -0.630 0.691  0.1762
O 2.067 -0.732 0.058  -0.1807
C 4.038 -1.686 1.066  -0.2740
Br 3.473 -3.414 0.590  -0.1148
O -0.910 -2.523 -1.134  -0.7431
C -0.073 -1.707 -1.459  0.7369
O -0.112 -0.473 -1.008  -0.1041
C 1.019 -2.027 -2.436  0.1190
C 1.134 -3.375 -2.777  -0.6032
C 2.085 -3.819 -3.673  -0.6410
C 2.940 -2.894 -4.261  -0.4938
C 2.833 -1.555 -3.942  -0.8488
C 1.883 -1.091 -3.023  0.8587
S 1.928 0.665 -2.759  -0.7975
H 0.450 -4.064 -2.301  0.4455
H 2.164 -4.872 -3.909  0.3834
H 3.696 -3.215 -4.966  0.3731
H 3.502 -0.833 -4.394  0.4411
N -8.246 -2.189 2.077  -0.5676
C -7.235 -1.687 1.861  -0.0867
C -5.969 -1.056 1.594  0.6754
C -4.949 -1.777 0.974  -0.8792
C -3.733 -1.168 0.721  -0.0295
C -3.540 0.164 1.083  -0.6823
C -4.557 0.882 1.698  0.1360
C -5.774 0.274 1.957  -0.7271
C -2.215 0.772 0.783  1.3327
C -1.194 0.570 1.716  -0.3795
C -1.337 0.127 3.043  -0.5238
C -0.099 0.266 3.650  -1.5519
C 0.764 0.760 2.667  -0.3007
N 0.126 0.946 1.503  0.3119
C -2.080 1.476 -0.397  -0.0310
C -3.108 1.869 -1.293  -0.5520
C -2.512 2.612 -2.283  -1.4978
C -1.132 2.633 -1.985  -0.2979
N -0.865 1.967 -0.867  0.3594
H -5.113 -2.808 0.694  0.4782
H -2.927 -1.710 0.236  0.6119
H -4.390 1.915 1.973  0.5260
H -6.574 0.822 2.437  0.4580
H -2.257 -0.217 3.491  0.5687
H 0.165 0.044 4.671  0.4392
H 1.814 0.985 2.762  0.6806
H -4.155 1.640 -1.177  0.5678
H -2.982 3.094 -3.125  0.4395
H -0.343 3.100 -2.552  0.5911
F 2.802 4.714 -0.365  -0.3127
B 1.500 4.342 -0.359  0.3852
F 1.504 2.903 -1.137  -0.6397
F 0.680 5.094 -1.151  -0.3302
F 0.980 4.030 0.862  -0.3006


A structure of composition C24H27ClKN4O2S2. Source: the Open Molecules 2025 dataset; level of theory: ωB97M-V/def2-TZVPD.

Properties
F_max = 0.84 eV Å⁻¹
HOMO-LUMO gap (spin up / spin down) = 4.8 / 4.9 eV
HOMO (spin up / spin down) = -2.7 / -2.7 eV
total energy = -3156.7981 hartree
total charge = -1
relative energy (zero: lowest compared OMol25 entry of this formula, charge and spin) = 38.97 kcal per mole

Each line ends with the Mulliken charge.
CARTESIAN COORDINATES (ANGSTROEM)
K -0.865 1.828 -3.590  0.7248
S -1.779 0.250 -1.132  -0.1551
C -0.781 -0.863 -0.479  0.2118
N -1.226 -1.984 0.225  0.1474
C -0.273 -2.875 0.826  -0.7481
C 0.806 -3.154 -0.185  -0.7621
N 1.414 -1.899 -0.583  0.2723
C 2.841 -1.959 -0.870  -1.8006
C 3.663 -2.088 0.388  0.7388
C 3.712 -1.029 1.295  -0.1855
C 4.438 -1.147 2.469  -0.6956
C 5.127 -2.320 2.754  -0.3614
C 5.085 -3.376 1.858  -0.5736
C 4.354 -3.258 0.682  -0.2374
C 0.690 -0.755 -0.698  0.1058
S 1.418 0.691 -1.117  -0.3507
C -2.596 -2.086 0.677  -1.5428
C -2.756 -1.709 2.133  0.6183
C -2.409 -0.425 2.557  -0.0389
C -2.519 -0.074 3.893  -0.6955
C -2.978 -0.996 4.826  -0.3516
C -3.326 -2.272 4.413  -0.5798
C -3.212 -2.624 3.073  -0.3871
H -0.786 -3.801 1.097  0.4943
H 0.176 -2.461 1.742  0.2907
H 0.380 -3.663 -1.057  0.2769
H 1.584 -3.784 0.247  0.4519
H 3.098 -1.053 -1.412  0.5235
H 3.018 -2.820 -1.522  0.4352
H 3.170 -0.119 1.063  0.3458
H 4.470 -0.318 3.165  0.3830
H 5.694 -2.407 3.673  0.3658
H 5.619 -4.293 2.072  0.3571
H 4.324 -4.084 -0.022  0.3540
H -2.936 -3.117 0.526  0.4605
H -3.195 -1.438 0.039  0.4431
H -2.056 0.294 1.827  0.4456
H -2.249 0.927 4.208  0.3799
H -3.063 -0.718 5.869  0.3639
H -3.684 -2.998 5.133  0.3521
H -3.481 -3.625 2.751  0.3226
C -2.611 -0.599 -3.880  -1.3342
H -3.288 -0.915 -3.073  0.2762
H -2.012 -1.498 -4.104  0.2613
H -3.256 -0.368 -4.742  0.3012
Cl 0.694 6.564 -3.282  -0.2439
C 1.590 5.128 -3.871  -0.4194
C 0.689 3.975 -4.392  0.7654
O 1.336 2.913 -4.543  -0.8009
O -0.519 4.172 -4.583  -0.7394
H 2.194 4.772 -3.042  0.1956
H 2.248 5.472 -4.664  0.3489
N -1.141 5.346 -0.392  0.0201
C -2.391 5.672 -0.861  -0.3618
C -2.794 4.593 -1.592  -0.4547
N -1.820 3.629 -1.586  0.0220
C -0.843 4.108 -0.863  -0.5918
H -0.514 5.946 0.111  0.2018
H -2.854 6.621 -0.655  0.3815
H -3.711 4.466 -2.143  0.3844
H 0.090 3.603 -0.659  0.3885


An isolated molecule of C3H4OP2. Source: the Open Molecules 2025 dataset; level of theory: ωB97M-V/def2-TZVPD.

Properties
F_max = 3.11 eV Å⁻¹
HOMO-LUMO gap = 8.2 eV
HOMO = -8.7 eV
total energy = -874.5973 hartree
relative energy (zero: lowest compared OMol25 entry of this formula, charge and spin) = 6.06 kcal per mole

Each line ends with the Mulliken charge.
CARTESIAN COORDINATES (ANGSTROEM)
C -1.029 -1.174 0.036  -0.3050
C 0.247 -1.131 0.410  -0.3085
C -0.812 1.417 0.187  -0.3600
O 1.765 0.510 -0.841  -0.4620
P -2.031 0.346 -0.150  -0.0901
P 1.065 0.480 0.645  0.1286
H -1.526 -2.116 -0.154  0.3368
H 0.830 -2.029 0.577  0.3695
H -0.912 2.483 0.260  0.3699
H 2.403 1.214 -0.969  0.3208


A structure of composition C15H29Cl5NO2P2S4ScSi. Source: the Open Molecules 2025 dataset; level of theory: ωB97M-V/def2-TZVPD.

Properties
F_max = 0.85 eV Å⁻¹
HOMO-LUMO gap = 7.9 eV
HOMO = -8.4 eV
total energy = -6421.1505 hartree
relative energy (zero: lowest compared OMol25 entry of this formula, charge and spin) = 30.17 kcal per mole

Each line ends with the Mulliken charge.
CARTESIAN COORDINATES (ANGSTROEM)
Sc -1.449 0.571 -0.876  0.0138
C 3.333 -0.978 2.799  -0.8774
C 2.748 -0.071 3.880  -0.8824
S 1.012 0.422 3.583  0.0524
C 1.146 2.219 3.829  -0.6994
C 2.079 2.962 2.874  -1.0380
S 1.691 2.657 1.114  0.0354
C 3.339 2.292 0.441  -0.6545
C 4.071 1.094 1.041  -0.9113
S 3.087 -0.445 1.076  -0.0002
H 2.868 -1.965 2.834  0.3988
H 4.403 -1.104 2.971  0.4984
H 3.332 0.844 3.965  0.3264
H 2.789 -0.584 4.841  0.5129
H 1.454 2.393 4.860  0.4719
H 0.122 2.577 3.714  0.2805
H 3.120 2.687 3.034  0.3488
H 1.990 4.034 3.054  0.5445
H 3.949 3.190 0.548  0.5110
H 3.151 2.132 -0.620  0.1578
H 4.389 1.295 2.064  0.3802
H 4.965 0.904 0.445  0.5048
C -2.537 -2.009 2.144  -1.2445
P -1.522 -1.794 0.635  1.0635
C -0.014 -2.718 1.115  -1.1683
C -2.372 -3.011 -0.469  -1.0056
C -1.724 -3.074 -1.850  -1.1316
P -1.806 -1.432 -2.708  1.4168
C -0.630 -1.731 -4.074  -1.4106
C -3.411 -1.515 -3.576  -1.3478
H -2.632 -3.072 2.370  0.4393
H -3.521 -1.574 1.983  0.3820
H -2.058 -1.500 2.982  0.3009
H -0.253 -3.734 1.430  0.4239
H 0.450 -2.172 1.937  0.0708
H 0.693 -2.737 0.285  0.4008
H -3.414 -2.690 -0.547  0.3646
H -2.355 -3.985 0.027  0.5400
H -2.198 -3.832 -2.478  0.5010
H -0.666 -3.333 -1.756  0.3554
H -0.875 -2.664 -4.583  0.4687
H 0.387 -1.772 -3.683  0.3180
H -0.706 -0.895 -4.766  0.3685
H -3.495 -2.448 -4.134  0.4373
H -3.449 -0.669 -4.262  0.3563
H -4.232 -1.425 -2.865  0.3308
S 2.630 0.490 -3.104  -0.3640
C 1.411 0.353 -2.098  0.0248
N 0.496 0.252 -1.352  0.2092
Cl 0.058 3.450 -1.827  -0.0604
C -0.752 3.291 -3.397  0.0949
Cl -1.957 4.573 -3.614  -0.1650
C -1.497 1.937 -3.436  0.2602
O -1.480 1.280 -4.455  -0.5677
O -2.104 1.644 -2.336  -0.4345
H -0.014 3.373 -4.184  0.3663
Cl -2.675 1.648 3.138  -0.2416
Si -2.201 2.188 1.206  0.3133
Cl -3.375 3.837 0.921  -0.2642
Cl -3.790 0.342 -0.090  -0.3762